The following is a quantum chemistry calculation of a structure of composition C22H38CaN8O2 at a distorted geometry, from OMol25.

Last column: Löwdin charge in e.
Element x y z (Å)
1 Ca 0.845 -0.252 0.448  1.3037
2 C -0.022 -1.201 -2.436  -0.1739
3 C -1.418 -1.184 -1.792  -0.1610
4 N -1.385 -0.620 -0.422  -0.1315
5 C -2.137 -1.344 0.620  -0.1875
6 C -1.392 -2.630 1.019  -0.1817
7 N 0.059 -2.391 1.193  -0.1544
8 C 0.955 -3.319 0.450  -0.2059
9 C 0.872 -3.119 -1.072  -0.1722
10 N 0.991 -1.688 -1.466  -0.1410
11 H 0.248 -0.182 -2.716  0.1062
12 H -0.054 -1.807 -3.343  0.1208
13 H -1.815 -2.199 -1.739  0.1063
14 H -2.094 -0.614 -2.428  0.1196
15 H -1.701 0.343 -0.470  0.0735
16 H -3.150 -1.604 0.310  0.1176
17 H -2.218 -0.686 1.490  0.1175
18 H -1.537 -3.380 0.240  0.1057
19 H -1.838 -3.040 1.925  0.1194
20 H 0.331 -2.444 2.180  0.0824
21 H 0.744 -4.368 0.681  0.1193
22 H 1.975 -3.106 0.770  0.0874
23 H -0.081 -3.501 -1.440  0.1019
24 H 1.643 -3.727 -1.541  0.1230
25 H 1.919 -1.501 -1.833  0.1090
26 N 0.920 1.210 2.380  -0.0674
27 C 0.451 1.193 3.787  -0.2545
28 C 0.776 -0.133 4.445  -0.2070
29 C 2.278 -0.339 4.704  -0.2022
30 C 2.699 -1.798 4.825  -0.2793
31 N 2.557 -2.483 3.526  0.0035
32 H 1.939 1.248 2.360  0.0640
33 H 0.625 2.082 1.927  0.0501
34 H -0.627 1.337 3.772  0.1086
35 H 0.870 2.011 4.374  0.1148
36 H 0.399 -0.934 3.802  0.0835
37 H 0.238 -0.206 5.396  0.1145
38 H 2.551 0.186 5.623  0.1138
39 H 2.880 0.099 3.897  0.1013
40 H 2.071 -2.295 5.567  0.1087
41 H 3.726 -1.849 5.186  0.1031
42 H 2.980 -3.400 3.561  0.0693
43 H 3.077 -1.955 2.830  0.0283
44 N 5.198 -0.619 -3.063  0.0751
45 C 5.081 -0.664 -1.906  -0.4024
46 N 5.007 -0.738 -0.576  0.0565
47 C 3.954 -0.702 0.139  -0.3616
48 N 2.995 -0.703 0.831  -0.0318
49 C -4.031 2.408 -4.782  -0.0515
50 C -3.001 2.480 -3.677  -0.2693
51 C -3.376 2.470 -2.344  -0.0223
52 C -2.442 2.544 -1.309  -0.2183
53 C -2.973 2.562 0.114  -0.0394
54 C -1.078 2.598 -1.624  -0.0653
55 C -0.672 2.643 -2.975  -0.2009
56 C 0.776 2.827 -3.385  -0.0277
57 C -1.642 2.586 -3.969  -0.0141
58 C -0.048 2.486 -0.512  -0.5926
59 O -0.091 3.278 0.429  0.0304
60 O 0.780 1.486 -0.621  -0.2664
61 H -4.933 1.888 -4.453  0.0735
62 H -3.637 1.888 -5.658  0.0751
63 H -4.329 3.410 -5.105  0.0833
64 H -4.434 2.406 -2.090  0.1193
65 H -3.815 1.870 0.214  0.0789
66 H -3.340 3.563 0.363  0.0941
67 H -2.215 2.327 0.859  0.0619
68 H 1.457 2.247 -2.769  0.0671
69 H 1.061 3.880 -3.284  0.0938
70 H 0.921 2.548 -4.430  0.0784
71 H -1.325 2.623 -5.010  0.1187

HOMO-LUMO gap = 8.73 eV
Maximum force = 2.81 eV/A
DFT total energy = -57889.585 eV
HOMO = -8.47 eV

***

The following is a quantum chemistry calculation of a structure of composition C22H38Cl3IrN3O3SSi2 at a distorted geometry, from OMol25.

Last column: Löwdin spin population.
Element x y z (Å)
1 Ir -0.780 1.459 0.472  0.8508
2 Cl 2.147 -3.386 5.921  0.0008
3 C 1.474 -2.342 4.727  0.0019
4 C 2.082 -2.218 3.496  0.0002
5 C 1.520 -1.362 2.556  0.0055
6 Cl 2.455 -1.250 1.069  -0.0001
7 C 0.360 -0.607 2.760  0.0080
8 O -0.217 0.198 1.922  0.0841
9 C -0.216 -0.791 4.037  0.0039
10 Cl -1.681 0.061 4.388  0.0000
11 C 0.313 -1.627 4.996  -0.0006
12 H 2.983 -2.772 3.272  0.0001
13 H -0.179 -1.726 5.954  0.0000
14 C -2.625 4.774 -1.666  -0.0001
15 C -1.801 4.168 -2.804  0.0007
16 C -1.432 2.785 -2.282  0.0049
17 O -1.592 2.870 -0.824  0.0355
18 C -1.920 4.237 -0.444  0.0006
19 H -3.655 4.416 -1.696  0.0000
20 H -2.638 5.861 -1.682  0.0000
21 H -0.906 4.764 -2.985  0.0000
22 H -2.357 4.104 -3.736  0.0002
23 H -0.403 2.500 -2.498  0.0007
24 H -2.103 2.004 -2.635  0.0003
25 H -0.994 4.779 -0.236  0.0007
26 H -2.527 4.190 0.457  0.0000
27 C 0.167 -3.870 -2.224  0.0000
28 Si 0.864 -3.421 -0.553  -0.0001
29 C 2.420 -4.391 -0.238  0.0000
30 C -0.406 -3.608 0.797  0.0000
31 C 1.263 -1.521 -0.640  -0.0007
32 Si 2.430 -0.559 -1.855  0.0004
33 C 4.135 -1.300 -1.757  0.0001
34 C 2.402 1.250 -1.385  0.0042
35 C 1.767 -0.815 -3.581  0.0000
36 H 0.009 -4.952 -2.241  0.0000
37 H 0.846 -3.633 -3.042  0.0000
38 H -0.799 -3.400 -2.418  0.0000
39 H 2.139 -5.439 -0.104  0.0000
40 H 2.960 -4.085 0.657  0.0000
41 H 3.104 -4.347 -1.087  0.0000
42 H -0.482 -4.650 1.114  0.0000
43 H -1.394 -3.296 0.452  0.0000
44 H -0.157 -3.017 1.681  0.0000
45 H 0.516 -0.907 -0.135  -0.0006
46 H 4.604 -1.327 -0.773  0.0000
47 H 4.786 -0.704 -2.402  0.0000
48 H 4.130 -2.315 -2.161  0.0000
49 H 3.108 1.478 -0.584  0.0001
50 H 1.400 1.542 -1.052  0.0038
51 H 2.651 1.874 -2.247  0.0000
52 H 1.422 -1.832 -3.754  0.0000
53 H 2.580 -0.626 -4.286  0.0000
54 H 0.961 -0.117 -3.819  0.0000
55 C -3.434 -0.454 1.196  -0.0002
56 N -3.510 -0.722 -0.234  -0.0001
57 C -2.586 -0.474 -1.168  -0.0001
58 N -2.860 -0.868 -2.428  -0.0003
59 O -1.467 0.079 -0.976  0.0009
60 H -3.908 -1.276 1.728  0.0000
61 H -3.936 0.479 1.454  -0.0002
62 H -2.398 -0.419 1.523  0.0000
63 H -4.399 -1.055 -0.570  0.0000
64 H -3.689 -1.381 -2.670  0.0000
65 H -2.148 -0.751 -3.128  0.0000
66 S 1.469 4.630 2.726  -0.0009
67 C -0.059 4.366 3.439  0.0010
68 C -0.722 3.388 2.779  -0.0007
69 N -0.025 2.867 1.711  -0.0045
70 C 1.156 3.431 1.582  -0.0001
71 H -0.383 4.919 4.304  0.0000
72 H -1.697 2.995 3.021  -0.0001
73 H 1.860 3.150 0.814  0.0001

HOMO-LUMO gap (spin up / spin down) = 7.40 / 6.70 eV
Maximum force = 1.57 eV/A
DFT total energy = -101026.733 eV
HOMO (spin up / spin down) = -13.16 / -13.13 eV
Net charge = +2
2S+1 = 2

***

ΔE to the lowest compared entry with this formula, charge and spin per entry: 0.410, 1.279 eV